A molecular structure, C14H30F3MgNO9S2 at a distorted geometry. Source: the Open Molecules 2025 dataset; level of theory: ωB97M-V/def2-TZVPD.

```
! RIJCOSX wB97M-V def2-TZVPD def2/J DEFGRID3
* xyz 0 1
S -5.354 -14.281 -25.607
S 0.677 -17.261 -26.300
Mg -2.350 -15.690 -26.171
F -5.187 -19.208 -27.966
F -6.068 -17.380 -28.752
F -5.198 -18.839 -30.057
O -3.149 -16.842 -29.897
O -3.880 -14.656 -25.859
O -1.576 -14.212 -24.901
O -3.239 -16.858 -27.524
O -2.687 -16.787 -24.468
O -3.749 -16.805 -22.626
O -1.455 -14.566 -27.638
O -2.344 -18.282 -23.093
O -0.640 -16.464 -26.182
N -2.909 -17.265 -23.389
C -5.502 -14.046 -23.734
C 0.505 -18.286 -24.792
C -6.135 -15.933 -25.546
C -1.378 -13.341 -24.032
C -3.574 -17.588 -28.724
C -3.077 -14.924 -31.363
C 0.165 -12.883 -27.863
C 2.107 -16.195 -25.682
C -0.867 -13.633 -22.649
C 0.250 -15.004 -29.330
C -5.007 -18.227 -28.886
C -3.849 -15.646 -30.254
C -1.755 -11.882 -24.353
C -0.479 -14.169 -28.307
H -6.108 -16.424 -26.519
H 1.313 -19.010 -24.696
H 0.513 -17.676 -23.889
H -0.221 -14.511 -22.633
H -4.885 -13.179 -23.499
H 1.147 -13.233 -27.543
H -0.421 -15.579 -29.968
H 0.880 -14.421 -30.002
H -3.376 -15.163 -32.384
H -0.453 -18.805 -24.824
H -6.468 -13.708 -23.361
H -5.199 -14.949 -23.204
H -3.962 -14.944 -29.428
H -3.193 -13.840 -31.384
H -7.142 -15.836 -25.139
H 3.055 -16.730 -25.735
H 2.172 -15.382 -26.405
H -1.991 -14.906 -31.271
H 0.934 -15.750 -28.924
H -1.727 -11.680 -25.424
H -0.303 -12.769 -22.298
H -1.614 -13.788 -21.870
H -0.343 -12.473 -26.990
H -1.092 -11.175 -23.855
H -2.771 -11.790 -23.968
H -5.572 -16.577 -24.871
H -4.830 -15.793 -30.706
H -2.840 -18.392 -28.773
H 1.969 -15.750 -24.697
H 0.179 -12.106 -28.626
*
```

The max |F| comes out at 4.5 eV Å⁻¹. For the HOMO-LUMO gap, the calculation gives 7.73 eV. The calculation puts the relative energy (zero: lowest compared OMol25 entry of this formula, charge and spin) at 155.3 kJ/mol. As for the HOMO energy: -7.74 eV.

=====

4 unconnected molecules or ions with the total composition C14H30F3O8 at a distorted geometry. Source: the Open Molecules 2025 dataset; level of theory: ωB97M-V/def2-TZVPD.

```
! RIJCOSX wB97M-V def2-TZVPD def2/J DEFGRID3
* xyz -1 1
F -2.322 0.055 3.969
F -2.817 1.194 2.192
F -3.511 1.866 4.138
O 1.986 2.633 -4.715
O -4.554 -0.900 2.276
O -1.188 -5.688 4.700
O -0.163 1.162 0.659
O -5.501 0.132 4.032
O 2.004 3.096 0.220
O 2.673 1.277 -7.234
O -1.965 -2.936 3.978
C -4.631 -0.095 3.192
C 2.029 1.227 -4.890
C -1.414 -4.627 5.618
C 0.885 3.250 -5.357
C -0.036 -5.503 3.906
C 3.365 2.441 -7.637
C 3.035 0.820 -5.940
C 0.981 3.224 1.199
C 1.530 3.247 -1.104
C 0.623 0.141 0.088
C 0.485 1.884 1.686
C -3.331 0.751 3.374
C -2.430 -3.629 5.111
C -2.524 -3.390 2.752
H 1.618 0.502 -0.194
H 3.083 -0.272 -5.979
H 2.322 0.786 -3.932
H -1.954 -2.925 1.951
H 0.105 -0.204 -0.806
H 1.295 4.297 -1.315
H 4.409 2.211 -7.878
H 0.143 3.802 0.798
H 3.338 3.214 -6.865
H 1.038 0.842 -5.149
H -0.012 -4.505 3.462
H 0.787 2.919 -6.393
H 4.027 1.193 -5.668
H 1.315 1.303 2.103
H -2.452 -4.481 2.664
H -0.067 -6.244 3.108
H 0.727 -0.703 0.780
H -1.783 -5.077 6.546
H -0.046 3.038 -4.820
H -3.380 -4.129 4.899
H 0.876 -5.659 4.497
H 2.874 2.818 -8.533
H 0.640 2.638 -1.283
H -0.474 -4.112 5.839
H 2.319 2.925 -1.781
H -3.561 -3.065 2.656
H -2.610 -2.888 5.898
H 1.061 4.324 -5.342
H 1.403 3.778 2.043
H -0.250 2.045 2.480
*
```

The max |F| comes out at 1.4 eV Å⁻¹. For the HOMO-LUMO gap, the calculation gives 7.29 eV. As for the HOMO energy: -5.08 eV.

=====

A gas-phase ion, C14H30N3O3 (charge +1) at a distorted geometry. Source: the Open Molecules 2025 dataset; level of theory: ωB97M-V/def2-TZVPD.

```
! RIJCOSX wB97M-V def2-TZVPD def2/J DEFGRID3
* xyz 1 1
O -5.211 -1.224 -0.310
O -0.419 2.054 -0.983
O -3.698 4.123 1.450
N 0.591 -0.086 -0.403
N -0.299 -1.267 1.497
N -1.415 0.688 0.762
C -2.358 -2.554 2.004
C -3.737 -1.897 1.607
C -3.026 2.868 1.246
C -1.614 1.458 -0.494
C 5.608 0.589 -0.551
C -3.918 -1.716 0.042
C -1.291 -1.525 2.589
C -2.726 2.579 -0.268
C 4.024 0.432 -0.657
C -0.381 -0.271 0.665
C 0.747 1.388 -0.497
C 3.596 -0.323 0.693
C 1.903 1.663 -1.548
C 3.296 1.832 -0.801
H 3.095 2.266 0.219
H -3.686 2.027 1.618
H -2.313 3.507 -0.733
H 2.860 -1.138 0.453
H -2.116 2.847 1.904
H 1.983 0.751 -2.194
H 5.847 1.146 0.393
H -1.735 -0.553 2.908
H -1.913 -3.016 1.079
H -3.144 -1.048 -0.421
H -5.122 -0.302 -0.582
H 1.028 1.793 0.505
H 6.058 1.052 -1.459
H 6.010 -0.454 -0.419
H -2.317 0.261 0.984
H -3.659 2.307 -0.829
H -3.898 -0.903 2.118
H 0.182 -0.454 -1.274
H -2.505 -3.362 2.758
H -4.568 -2.559 1.946
H -2.006 0.790 -1.310
H -4.413 3.901 2.062
H 1.624 2.524 -2.200
H 3.802 -0.208 -1.547
H 4.474 -0.764 1.221
H -3.789 -2.726 -0.430
H -0.785 -1.951 3.495
H 0.482 -1.915 1.409
H 3.077 0.455 1.318
H 3.901 2.561 -1.395
*
```

The max |F| comes out at 2.9 eV Å⁻¹. For the HOMO-LUMO gap, the calculation gives 9.84 eV. The calculation puts the relative energy (zero: lowest compared OMol25 entry of this formula, charge and spin) at 177.1 kJ/mol. Its SMILES is CC(C)CC[C@@H]1NC(NCCCCO)=[NH+][C@@H](CCO)O1. As for the HOMO energy: -13.22 eV.